(1)
C3H3NO2S | ωB97M-V/def2-TZVPD

Atoms and positions in Å:
C -0.01329 -0.02570 -0.00523
C -0.44973 -1.08417 -0.63242
C 0.61059 1.21458 -0.73098
N 0.67004 1.43034 -1.94983
O -1.40882 -1.29350 -3.17195
O 0.89295 -1.89339 -2.91738
S -0.13893 -1.03532 -2.52136
H -0.10934 -0.06102 1.04553
H -0.96849 -1.93804 -0.35713
H 1.04058 2.00942 -0.14866

Summary:
- total charge = 0
- E_tot (eV) = -19575.303
- HOMO energy (alpha / beta) (eV) = -9.504 / -10.363
- orbital gap (alpha / beta) (eV) = 8.413 / 8.683


(2)
C2H3N4O | ωB97M-V/def2-TZVPD

Atoms and positions in Å:
C 1.37179 -0.14454 -0.02244
C -0.08828 0.08214 0.00135
N -0.74948 1.23711 0.09904
O 0.02487 2.27879 -0.00793
N -0.94305 -1.06400 -0.01819
N -2.13140 -0.96014 -0.01983
N -3.26125 -0.87244 0.01067
H 1.96866 0.65689 0.47948
H 2.00012 -0.11893 -1.03711
H 1.80802 -1.09488 0.51496

Summary:
- structure (SMILES) = C/C(N=O)=N/N=[N-]
- total charge = -1
- E_tot (eV) = -10127.175
- HOMO energy (alpha / beta) (eV) = -2.386 / -2.387
- orbital gap (alpha / beta) (eV) = 6.817 / 6.818


(3)
C32H51Br2FN4O2 | ωB97M-V/def2-TZVPD

Atoms and positions in Å:
C 1.00591 2.17383 1.03898
C 2.29266 1.31607 0.89600
Br 3.68916 2.57424 0.19460
C 2.78095 0.66546 2.23792
Br 3.29334 2.10642 3.51036
C 3.94312 -0.31613 1.98945
C 5.27327 0.11716 1.84643
C 6.38914 -0.79003 1.63444
N 7.63308 -0.23463 1.51179
C 8.59246 -1.14440 1.36028
C 8.33353 -2.56877 1.32261
N 7.13957 -3.15437 1.39550
C 6.16658 -2.20257 1.55839
C 4.79196 -2.66472 1.69821
C 3.71382 -1.76934 1.90876
C 2.30633 -2.37248 2.08703
C 2.23972 -3.36895 3.29961
C 3.04035 -2.91790 4.56032
F 4.06647 -3.85617 4.79367
H 0.81991 2.62099 0.03771
H 0.12206 1.54352 1.28618
H 1.12248 3.02283 1.73750
H 2.10792 0.47148 0.17124
H 1.90465 0.18190 2.70574
H 5.45560 1.20153 1.91828
H 9.62892 -0.77515 1.27955
H 9.20965 -3.23814 1.21866
H 4.53657 -3.73641 1.66616
H 1.49774 -1.61513 2.14280
H 2.07210 -2.97372 1.17552
H 1.18265 -3.52425 3.60156
H 2.70453 -4.31825 2.95725
H 2.36601 -2.98454 5.44511
H 3.40856 -1.87483 4.53023
C -1.59444 -5.47872 -2.30129
C -2.20413 -4.08918 -1.98644
C -2.86648 -3.50735 -3.24600
C -1.87889 -2.95121 -4.26913
C -0.90609 -1.97962 -3.60854
C -0.19089 -2.58899 -2.39858
N -1.14239 -3.20092 -1.42620
O -1.73109 -2.22581 -0.76925
C 0.82786 -3.64139 -2.88696
C 0.68366 -1.51488 -1.74158
C -3.31557 -4.38294 -0.96778
H -0.74537 -5.69830 -1.65182
H -2.31698 -6.27997 -2.14018
H -1.27038 -5.57509 -3.33813
H -3.54902 -2.69950 -2.96014
H -3.48453 -4.27229 -3.72372
H -1.33703 -3.76434 -4.76055
H -2.42861 -2.43434 -5.05936
H -0.17269 -1.64448 -4.34648
H -1.45784 -1.08387 -3.30310
H 1.30451 -4.14688 -2.04409
H 1.61729 -3.16499 -3.47109
H 0.40050 -4.39983 -3.53814
H 0.11287 -0.63255 -1.44706
H 1.45218 -1.16667 -2.43351
H 1.19133 -1.90650 -0.85614
H -2.90317 -4.78608 -0.03999
H -4.01304 -5.11867 -1.37028
H -3.90567 -3.49865 -0.72624
C -3.19670 5.81863 1.79681
C -2.61130 5.55109 0.38705
C -3.51259 6.18310 -0.68589
C -4.79412 5.40157 -0.96280
C -4.48278 3.93426 -1.23953
C -3.64859 3.28580 -0.12996
N -2.42961 4.08043 0.20025
O -1.55640 3.89741 -0.76386
C -4.52682 3.10353 1.12662
C -3.29968 1.84770 -0.54105
C -1.27504 6.30871 0.37933
H -2.91179 5.03615 2.50214
H -2.82557 6.75561 2.21436
H -4.28402 5.90390 1.79591
H -2.95726 6.26714 -1.62641
H -3.77178 7.20437 -0.39398
H -5.49009 5.49615 -0.12433
H -5.30290 5.83485 -1.82736
H -5.41861 3.38514 -1.37264
H -3.95205 3.86239 -2.19505
H -3.94168 2.70923 1.96021
H -5.33258 2.39431 0.92850
H -5.01636 4.01579 1.45884
H -2.77279 1.80314 -1.49477
H -4.20778 1.25457 -0.65851
H -2.68101 1.36008 0.21546
H -0.58204 5.89296 1.11453
H -1.43395 7.35898 0.62730
H -0.79080 6.29245 -0.59724

Summary:
- spin multiplicity = 3
- total charge = 0
- E_tot (eV) = -186865.187
- HOMO energy (alpha / beta) (eV) = -8.744 / -8.745
- expectation value of S² = 2.008
- orbital gap (alpha / beta) (eV) = 8.429 / 8.430


(4)
CHBrClNO2 | ωB97M-V/def2-TZVPD

Atoms and positions in Å:
O -2.03183 -0.01328 -0.77747
N -1.25321 -0.89228 -0.63536
O -1.47216 -2.04890 -0.56352
C 0.20806 -0.54869 -0.48115
Cl 0.66381 0.49536 -2.10803
Br 1.17868 -2.11109 -0.21641
H 0.34898 0.26975 0.25243

Summary:
- structure (SMILES) = O=[N+]([O-])[C@H](Cl)Br
- total charge = 0
- E_tot (eV) = -89199.234
- HOMO energy (eV) = -11.006
- orbital gap (eV) = 10.065


(5)
C17H55N12O15 | ωB97M-V/def2-TZVPD

Atoms and positions in Å:
C -1.43841 -25.08944 -12.97465
C -2.02568 -26.11447 -13.87321
C -3.17458 -27.06687 -13.46419
O -2.50274 -25.58446 -15.08387
H -1.12883 -25.54337 -12.03327
H -2.14367 -24.31904 -12.66291
H -0.51237 -24.76210 -13.44730
H -1.15324 -26.66864 -14.21941
H -2.83078 -27.39705 -12.48394
H -3.15130 -28.02021 -13.99212
H -4.13251 -26.54680 -13.46439
C -2.51463 -17.64092 -10.25623
C -1.75343 -18.97179 -10.52838
O -0.92146 -18.67623 -11.57490
O -1.63021 -16.59962 -9.67736
H -3.27373 -17.85366 -9.50350
H -2.96580 -17.30377 -11.18944
H -2.46092 -19.73846 -10.84427
H -1.23398 -19.53088 -9.75013
H -0.11937 -18.32920 -11.17761
H -0.85007 -16.43139 -10.21093
C 3.83401 -20.96106 -13.69759
C 3.94461 -19.68168 -14.68268
O 5.03545 -19.89606 -15.61417
O 4.81975 -20.90859 -12.67009
H 4.08102 -21.91196 -14.16968
H 2.77169 -21.08695 -13.48847
H 3.91111 -18.66114 -14.30129
H 3.02035 -19.70349 -15.26005
H 5.92179 -19.98306 -15.25579
H 4.89534 -21.77311 -12.25960
C -1.37352 -34.74774 -12.47378
C -0.21245 -33.77214 -12.58392
O -0.51112 -32.90224 -13.79005
O -2.66486 -34.19515 -12.28500
H -1.26627 -35.50282 -11.69503
H -1.37354 -35.23419 -13.44921
H 0.74357 -34.19750 -12.88919
H -0.09430 -33.32196 -11.59828
H -1.31370 -32.43242 -13.55187
H -3.39587 -34.67727 -12.67844
C 1.27046 -23.61870 -7.53182
C 1.84693 -23.27056 -8.91335
O 2.87533 -24.23511 -9.24643
O 0.34453 -24.76786 -7.64157
H 0.73908 -22.76369 -7.11386
H 2.06291 -24.01758 -6.89855
H 2.34591 -22.30989 -8.78592
H 1.17657 -23.16160 -9.76589
H 3.36364 -24.59259 -8.50121
H 0.79536 -25.61375 -7.58838
C 0.54917 -22.86760 -19.83000
O -0.49388 -22.56673 -20.31137
N 0.74366 -23.83816 -18.95917
N 1.65320 -22.10179 -20.01942
H 1.72393 -23.97348 -18.75704
H 0.01100 -24.37347 -18.51560
H 2.48809 -22.26458 -19.47486
H 1.63225 -21.26238 -20.58071
C -5.87960 -22.69937 -8.89728
O -6.64744 -21.92943 -8.44511
N -6.17361 -23.27388 -10.04385
N -4.57189 -22.98498 -8.61753
H -5.46052 -23.41272 -10.74551
H -7.09745 -23.14229 -10.43022
H -4.30392 -22.61853 -7.71530
H -4.19832 -23.83567 -9.01360
C -8.44690 -28.33747 -16.61927
O -7.70078 -27.31285 -16.66920
N -9.66127 -28.34311 -16.06805
N -8.07374 -29.63382 -16.92595
H -10.00802 -27.42666 -15.82311
H -10.24555 -29.12919 -16.31459
H -7.14459 -29.84070 -17.26355
H -8.73720 -30.38275 -16.78798
C -2.90565 -29.58084 -19.70531
O -2.87250 -28.36906 -19.74973
N -3.29832 -30.34086 -18.68155
N -2.49420 -30.36524 -20.65517
H -3.53450 -29.82353 -17.84687
H -3.35964 -31.34551 -18.76528
H -2.58634 -31.36961 -20.60177
H -2.10124 -29.92021 -21.47225
C 4.12793 -28.59070 -13.53039
O 5.26279 -28.85984 -13.88381
N 3.89039 -28.26221 -12.29211
N 3.17085 -28.35130 -14.36397
H 3.25179 -27.48961 -12.16803
H 4.65376 -28.29579 -11.63163
H 3.37195 -28.51391 -15.34030
H 2.22876 -28.13346 -14.07222
C -2.58115 -19.96623 -16.46590
O -3.51599 -20.19277 -17.22563
N -2.24732 -18.76574 -16.12515
N -2.05709 -20.80376 -15.68275
H -1.52144 -18.52375 -15.46589
H -2.75503 -18.00218 -16.54858
H -2.34116 -21.77295 -15.69200
H -1.90745 -20.26943 -14.83884

Summary:
- total charge = -1
- E_tot (eV) = -67111.693
- HOMO energy (eV) = -2.251
- orbital gap (eV) = 3.879


(6)
C18H19N3O4 | ωB97M-V/def2-TZVPD

Atoms and positions in Å:
O -0.73939 -1.24917 1.62602
C -0.07240 -1.70044 0.73270
O -0.55339 -2.45551 -0.26390
C -1.92559 -2.84954 -0.19510
C -2.88356 -1.75645 0.29647
O -3.63458 -1.97288 1.22325
N -2.87307 -0.58958 -0.38360
C -2.19295 -0.33548 -1.64058
C -1.91254 1.17246 -1.74829
N -1.42872 1.68423 -0.49413
C -0.08196 1.78025 -0.20910
C 0.33587 2.39252 0.97991
C 1.67566 2.56463 1.25982
C 2.64701 2.15154 0.36350
C 2.25053 1.54609 -0.81505
C 0.91222 1.34760 -1.09437
C -2.40267 1.57822 0.58184
C -3.50050 0.56847 0.21698
C 1.39301 -1.47496 0.60787
C 2.06750 -0.88519 1.67395
C 3.43495 -0.70188 1.55157
C 4.08081 -1.08538 0.40129
N 3.41875 -1.64473 -0.64288
O 4.02723 -1.96932 -1.68665
C 2.08624 -1.84498 -0.52814
H -2.02106 -3.68603 0.50459
H -2.18727 -3.18201 -1.20215
H -2.82540 -0.66242 -2.47799
H -1.24891 -0.87992 -1.68652
H -1.19544 1.36993 -2.54321
H -2.83196 1.70976 -2.00283
H -0.39564 2.76113 1.68081
H 1.96374 3.04376 2.18430
H 3.69374 2.30499 0.57630
H 2.99051 1.21454 -1.52952
H 0.65810 0.84866 -2.01674
H -1.89980 1.21769 1.48306
H -2.85632 2.55630 0.79093
H -4.23752 0.99423 -0.46976
H -4.01458 0.23308 1.11827
H 1.52235 -0.59118 2.55464
H 4.00495 -0.25762 2.35151
H 5.14236 -0.96090 0.25082
H 1.60969 -2.30448 -1.37987

Summary:
- structure (SMILES) = O=C(OCC(=O)N1CCN(c2ccccc2)CC1)c1ccc[n+]([O-])c1
- total charge = 0
- E_tot (eV) = -31633.150
- HOMO energy (eV) = -7.831
- orbital gap (eV) = 7.797